(1)
{
  "formula": "C4H8F3O2",
  "method": "ωB97M-V/def2-TZVPD",
  "species": ["C", "F", "F", "F", "O", "H", "C", "O", "C", "C", "H", "H", "H", "H", "H", "H", "H"],
  "positions_angstrom": [[0.20628, 1.67452, -1.73957], [0.56758, 2.69737, -0.88632], [-0.63398, 2.28223, -2.65262], [1.35536, 1.41111, -2.45696], [-2.52236, -0.80511, -0.66999], [-2.40117, -1.71925, -0.94092], [1.12200, -0.62010, 2.33729], [0.21803, 0.00411, 1.46336], [0.11067, -0.64262, 0.22286], [-0.87546, 0.06130, -0.69589], [1.15133, -0.03666, 3.26517], [0.80815, -1.65409, 2.56354], [2.13743, -0.65351, 1.90566], [-0.18642, -1.69837, 0.36711], [1.09889, -0.71864, -0.26784], [-0.83390, -0.49714, -1.65026], [-1.32243, 0.91484, -0.16464]],
  "nbo_charge": [0.6898, -0.4175, -0.4096, -0.4190, -1.0288, 0.4043, -0.2372, -0.5369, -0.1188, -0.1666, 0.1807, 0.1530, 0.1560, 0.1582, 0.1636, 0.2083, 0.2206],
  "homo_lumo_gap_ev": 6.423,
  "charge": -1,
  "relative_energy_ev": 2.421
}

---

(2)
{
  "formula": "C4H8F6N2O10P2PtS2",
  "method": "ωB97M-V/def2-TZVPD",
  "species": ["Pt", "N", "C", "C", "P", "O", "O", "O", "P", "O", "O", "O", "H", "H", "H", "H", "H", "H", "H", "H", "F", "C", "F", "F", "S", "O", "O", "N", "S", "O", "O", "C", "F", "F", "F"],
  "positions_angstrom": [[-0.13560, 0.44541, -0.35468], [1.96817, -3.74321, 1.97282], [1.13959, -2.90471, 1.03823], [0.34883, -3.74214, 0.07281], [2.34563, -1.63556, 0.13918], [3.12078, -0.90257, 1.26314], [3.10874, -2.79036, -0.40772], [1.50050, -0.75294, -0.75474], [0.13134, -1.67128, 2.17920], [-1.29775, -2.25987, 1.89087], [0.74319, -1.94736, 3.48307], [0.27373, -0.27689, 1.57828], [2.88710, -3.95742, 1.56751], [1.49630, -4.63005, 2.17751], [2.06459, -3.22516, 2.86709], [0.99648, -4.40367, -0.50404], [-0.21567, -3.11676, -0.61674], [-0.37179, -4.35344, 0.62400], [2.85008, -0.01697, 1.55440], [-2.01324, -2.01684, 2.50123], [-1.95434, -1.10161, -2.42669], [-3.03114, -0.31850, -2.43989], [-4.10754, -1.01225, -2.16669], [-3.12257, 0.31500, -3.57887], [-2.84557, 0.93634, -1.06648], [-2.38490, 0.17702, 0.12201], [-3.98058, 1.76597, -0.99351], [-1.42528, 1.62810, -1.53769], [-0.71894, 3.11685, -1.26213], [-0.31615, 3.73881, -2.45709], [0.30732, 2.64425, -0.28800], [-1.92892, 4.18384, -0.29320], [-1.26322, 5.24247, 0.07694], [-2.92602, 4.47320, -1.08763], [-2.32905, 3.47298, 0.74371]],
  "mulliken_spin": [1.9824, -0.0097, 0.2878, -0.0096, 0.0485, 0.0267, 0.4795, 0.1726, 0.0547, 0.0000, 0.1110, 0.1248, 0.0068, 0.0035, -0.0012, 0.0102, 0.0035, 0.0204, -0.0053, 0.0050, 0.0000, 0.0051, 0.0008, 0.0011, -0.0184, 0.1674, 0.0333, 0.2605, 0.0283, 0.0382, 0.1733, -0.0006, 0.0001, 0.0004, -0.0011],
  "spin_multiplicity": 5,
  "homo_lumo_gap_ev": [11.008, 6.869],
  "charge": 2
}

---

(3)
{
  "formula": "C4H8FIN2O",
  "method": "ωB97M-V/def2-TZVPD",
  "species": ["C", "C", "C", "C", "N", "N", "O", "F", "I", "H", "H", "H", "H", "H", "H", "H", "H"],
  "positions_angstrom": [[-0.45826, 0.81489, -1.04965], [-0.90324, -0.35254, -0.33523], [-2.47651, -2.14937, -0.35361], [2.69951, 0.60279, -0.00914], [2.54363, 1.62821, 0.66359], [-2.29578, -0.77625, -0.59406], [-0.63867, 0.84009, 0.33745], [3.70024, 0.76893, -0.97439], [-3.71721, 0.50765, 0.10027], [-1.16000, 1.35273, -1.60458], [-0.27223, -1.16921, -0.09820], [-1.93523, -2.62892, -1.12412], [-1.91420, -2.54034, 0.51387], [-3.56834, -2.53379, -0.40478], [0.55447, 0.97890, -1.23549], [3.10244, 2.44324, 0.47180], [1.89940, 1.75658, 1.43856]],
  "nbo_charge": [-0.1157, 0.1965, -0.4286, 0.3713, -0.7830, -0.6045, -0.4963, -0.3907, 0.2816, 0.1820, 0.1954, 0.2000, 0.1705, 0.2243, 0.1854, 0.3832, 0.4286],
  "homo_lumo_gap_ev": 8.493
}

---

(4)
{
  "formula": "C4H8FN",
  "method": "ωB97M-V/def2-TZVPD",
  "species": ["C", "C", "C", "C", "H", "H", "H", "H", "H", "H", "H", "H", "N", "F"],
  "positions_angstrom": [[1.77327, 0.10413, 0.11980], [0.30136, 0.26427, -0.22149], [-0.55197, -1.02485, -0.35191], [-0.21030, 1.48524, -0.03118], [1.87855, -0.41806, 1.06168], [2.36453, 1.04091, 0.17099], [2.31967, -0.51039, -0.64180], [0.03850, -1.81767, 0.18896], [-0.62555, -1.39204, -1.43541], [-1.79727, -0.66800, 1.18161], [-2.43974, -0.26220, -0.25088], [0.40980, 2.41121, 0.07228], [-1.90416, -0.93371, 0.24376], [-1.55669, 1.72116, -0.10642]],
  "nbo_charge": [-0.6297, -0.0995, -0.2483, 0.2036, 0.2154, 0.2196, 0.2130, 0.1965, 0.2097, 0.3503, 0.3650, 0.1756, -0.8148, -0.3564],
  "smiles": "C/C(=C/F)CN",
  "homo_lumo_gap_ev": 10.096,
  "relative_energy_ev": 0.844
}